Below is a molecular structure, C5H7Br2Cl9 in a non-equilibrium geometry, with properties calculated with the ωB97M-V functional and the def2-TZVPD basis.

```
23
Properties=species:S:1:pos:R:3
Br -8.220 -16.921 -16.387
C -8.550 -17.825 -18.213
C -9.801 -17.269 -18.885
Br -10.357 -18.194 -20.499
H -8.437 -18.909 -18.207
H -7.745 -17.504 -18.874
H -9.631 -16.219 -19.123
H -10.697 -17.254 -18.265
C -8.645 -16.595 -21.509
Cl -9.000 -16.424 -23.177
Cl -7.288 -15.615 -21.026
Cl -7.993 -18.238 -21.427
H -9.532 -16.457 -20.891
C -10.545 -20.550 -17.020
Cl -9.261 -19.795 -18.069
Cl -11.783 -19.414 -16.703
Cl -9.873 -21.281 -15.529
H -10.982 -21.393 -17.556
C -11.943 -16.423 -20.227
Cl -12.981 -14.985 -20.721
Cl -12.409 -17.842 -21.111
Cl -12.020 -16.593 -18.443
H -10.909 -16.160 -20.453
```

For the relative energy (zero: lowest compared OMol25 entry of this formula, charge and spin), the calculation gives 1655.7 kJ/mol. The highest occupied orbital energy is -7.542 eV. The calculated total energy is -9483.83323 hartree. The strongest force on any atom is 0.31524 Eh/bohr. As for the gap between HOMO and LUMO: 7.5 eV.

Below is a molecular structure, C18H53O9V in a non-equilibrium geometry, with properties calculated with the ωB97M-V functional and the def2-TZVPD basis.

```
81
Properties=species:S:1:pos:R:3
V -2.932 -0.472 0.770
O -2.890 3.369 -0.972
H -2.299 2.637 -0.505
H -3.399 2.915 -1.672
H -2.321 4.035 -1.404
C -2.156 -3.615 -2.395
C -1.917 -2.732 -1.171
C -0.436 -2.326 -1.218
O -2.762 -1.636 -1.065
H -3.227 -3.703 -2.586
H -1.613 -4.548 -2.253
H -1.782 -3.190 -3.332
H -2.050 -3.360 -0.273
H 0.258 -3.166 -1.120
H -0.261 -1.663 -0.369
H -0.212 -1.842 -2.171
C -0.239 1.381 -1.672
C -0.308 1.474 -0.170
C 0.277 2.796 0.281
O -1.630 1.323 0.318
H -0.934 2.010 -2.249
H -0.443 0.414 -2.138
H 0.772 1.626 -2.008
H 0.278 0.625 0.216
H 1.193 3.066 -0.248
H 0.506 2.922 1.336
H -0.446 3.591 0.044
C 3.050 -0.794 -2.722
C 2.753 0.025 -3.956
O 2.357 -0.842 -5.036
H 2.154 -1.313 -2.375
H 3.326 -0.141 -1.888
H 3.905 -1.453 -2.871
H 3.524 0.707 -4.309
H 1.863 0.646 -3.786
H 2.073 -1.662 -4.621
C 1.896 3.069 5.090
C 1.438 3.789 3.831
O 2.517 4.531 3.267
H 2.026 3.821 5.874
H 2.825 2.518 4.957
H 1.173 2.328 5.438
H 0.568 4.444 3.827
H 1.258 2.929 3.173
H 3.192 4.690 3.933
C -0.456 -3.624 2.536
C -1.208 -2.375 2.945
O -1.246 -1.452 1.850
H 0.594 -3.337 2.405
H -0.691 -3.928 1.513
H -0.606 -4.455 3.217
H -0.847 -1.944 3.883
H -2.240 -2.613 3.218
H -0.351 -1.250 1.551
C 4.741 -0.942 0.544
C 3.395 -0.548 1.160
O 2.987 -1.656 1.975
H 4.599 -1.925 0.092
H 5.491 -1.129 1.314
H 5.109 -0.193 -0.155
H 2.728 -0.367 0.314
H 3.447 0.314 1.827
H 2.932 -1.429 2.904
C -1.689 1.398 4.094
C -3.152 1.547 3.731
O -3.533 0.611 2.689
H -1.504 0.537 4.735
H -1.347 2.277 4.637
H -1.137 1.279 3.159
H -3.379 2.562 3.400
H -3.796 1.343 4.588
H -4.494 0.682 2.649
C -1.469 -1.412 -5.927
C -1.688 -0.303 -4.898
O -2.628 -0.772 -3.937
H -2.451 -1.838 -6.135
H -0.881 -2.249 -5.538
H -0.983 -1.096 -6.850
H -2.142 0.534 -5.431
H -0.777 0.053 -4.404
H -2.253 -1.526 -3.458
```

The highest occupied orbital energy (alpha / beta) is -10.635 / -10.940 eV. The calculated total energy is -2338.39087 hartree. The strongest force on any atom is 0.06682 Eh/bohr. Its spin multiplicity is 4. As for the gap between HOMO and LUMO (alpha / beta): 7.2 / 7.4 eV. Its total charge is +1.

Below is a molecular structure, C17H14N2O5RuS2, with properties calculated with the ωB97M-V functional and the def2-TZVPD basis.

```
41
Properties=species:S:1:pos:R:3
Ru 0.047 0.330 -0.072
O -3.698 1.328 1.323
S -2.463 0.594 1.222
O -1.338 1.173 2.010
O -1.919 0.688 -0.243
O -2.611 -0.847 1.517
N 0.017 -1.226 1.396
C 1.061 -2.177 1.291
C 1.803 -2.512 2.417
C 2.879 -3.380 2.331
C 3.221 -3.920 1.100
C 2.480 -3.583 -0.023
C 1.391 -2.713 0.041
C 0.641 -2.381 -1.204
C 0.442 -3.413 -2.126
C -0.177 -3.185 -3.342
C -0.601 -1.901 -3.650
C -0.431 -0.873 -2.736
C 0.173 -1.082 -1.489
H 0.015 -0.749 2.293
H -0.965 -1.561 1.278
H 1.528 -2.074 3.370
H 3.449 -3.625 3.218
H 4.066 -4.591 1.009
H 2.766 -3.980 -0.989
H 0.753 -4.418 -1.865
H -0.344 -4.004 -4.031
H -1.091 -1.701 -4.596
H -0.801 0.112 -2.982
O 2.032 0.406 0.234
N 2.747 0.968 -0.757
C 4.062 0.664 -0.776
C 4.905 1.237 -1.682
C 4.370 2.159 -2.596
C 3.034 2.444 -2.566
C 2.165 1.829 -1.636
S 0.490 2.110 -1.562
H 4.350 -0.055 -0.023
H 5.951 0.970 -1.681
H 5.009 2.635 -3.327
H 2.587 3.139 -3.262
```

For the relative energy (zero: lowest compared OMol25 entry of this formula, charge and spin), the calculation gives 32.6 kJ/mol. The highest occupied orbital energy (alpha / beta) is -4.885 / -4.742 eV. The calculated total energy is -2033.29568 hartree. The strongest force on any atom is 0.01041 Eh/bohr. Its spin multiplicity is 2. As for the gap between HOMO and LUMO (alpha / beta): 7.4 / 7.2 eV. Its total charge is -1.

Below is a single CH7N2OPS molecule in a non-equilibrium geometry, with properties calculated with the ωB97M-V functional and the def2-TZVPD basis.

```
13
Properties=species:S:1:pos:R:3
C 1.699 -1.635 0.504
N -1.706 1.442 0.716
N -0.841 0.797 -1.679
O 0.869 1.585 0.141
P -0.373 0.861 -0.089
S -0.092 -1.544 0.665
H 2.044 -2.353 1.242
H 2.119 -0.653 0.704
H 1.962 -1.971 -0.496
H -2.477 0.801 0.843
H -1.421 1.862 1.593
H -1.697 0.298 -1.859
H -0.087 0.512 -2.284
```

The highest occupied orbital energy (alpha / beta) is -4.971 / -9.406 eV. The calculated total energy is -966.52491 hartree. The strongest force on any atom is 0.04953 Eh/bohr. Its spin multiplicity is 3. As for the gap between HOMO and LUMO (alpha / beta): 5.5 / 6.9 eV.

Below is a molecular structure, C25H36N4O4SV in a non-equilibrium geometry, with properties calculated with the ωB97M-V functional and the def2-TZVPD basis.

```
71
Properties=species:S:1:pos:R:3
V -0.815 0.367 -0.273
C -3.981 -0.604 -0.963
C -3.215 0.620 -0.539
C -2.994 0.902 0.827
C -3.606 0.064 1.917
C -2.216 2.017 1.187
C -2.006 2.314 2.645
C -1.603 2.807 0.194
C -0.609 3.861 0.608
C -1.933 2.606 -1.162
C -1.452 3.558 -2.229
C -2.761 1.528 -1.523
C -3.136 1.280 -2.955
H -5.055 -0.400 -0.981
H -3.799 -1.436 -0.289
H -3.675 -0.927 -1.954
H -2.840 -0.340 2.582
H -4.186 -0.764 1.527
H -4.274 0.680 2.519
H -1.280 1.622 3.077
H -2.938 2.197 3.194
H -1.650 3.326 2.809
H -1.107 4.798 0.865
H 0.109 4.069 -0.181
H -0.042 3.524 1.472
H -0.790 3.071 -2.949
H -0.933 4.415 -1.813
H -2.302 3.942 -2.792
H -2.937 2.136 -3.590
H -4.195 1.040 -3.035
H -2.579 0.426 -3.349
O 2.474 0.500 1.526
C 1.275 0.315 1.758
O 0.339 0.978 1.166
C 0.826 -0.709 2.746
C 1.390 -0.734 4.019
C 0.959 -1.663 4.953
C -0.023 -2.579 4.598
C -0.566 -2.575 3.322
C -0.153 -1.640 2.372
S -0.757 -1.777 0.713
H 2.155 -0.010 4.271
H 1.384 -1.672 5.947
H -0.366 -3.309 5.319
H -1.316 -3.306 3.045
N 1.157 0.441 -1.329
C 1.251 -0.774 -2.162
C 2.323 -0.749 -3.241
C 3.766 -0.759 -2.733
C 4.299 -2.126 -2.288
N 3.547 -2.809 -1.228
C 3.388 -2.360 0.020
N 2.472 -2.909 0.815
N 4.147 -1.375 0.490
C -0.155 -1.009 -2.718
O -0.371 -1.500 -3.796
O -1.065 -0.632 -1.857
H 1.193 1.271 -1.917
H 1.894 0.532 -0.632
H 1.405 -1.605 -1.471
H 2.163 0.141 -3.856
H 2.146 -1.601 -3.900
H 3.888 -0.011 -1.944
H 4.425 -0.445 -3.545
H 5.349 -2.050 -1.996
H 4.269 -2.805 -3.140
H 3.020 -3.627 -1.487
H 1.735 -3.479 0.431
H 2.288 -2.494 1.718
H 4.864 -0.976 -0.088
H 3.782 -0.809 1.253
```

For the relative energy (zero: lowest compared OMol25 entry of this formula, charge and spin), the calculation gives 5.1 kJ/mol. The highest occupied orbital energy (alpha / beta) is -10.329 / -10.637 eV. The calculated total energy is -2836.43087 hartree. The strongest force on any atom is 0.02045 Eh/bohr. Its spin multiplicity is 3. As for the gap between HOMO and LUMO (alpha / beta): 8.0 / 8.4 eV. Its total charge is +1.

Below is a gas-phase ion, C6H5FN (charge +1) in a non-equilibrium geometry, with properties calculated with the ωB97M-V functional and the def2-TZVPD basis.

```
13
Properties=species:S:1:pos:R:3
C -0.864 0.051 0.705
C 0.584 -1.843 -0.007
C -0.620 -2.128 0.798
C -0.404 1.029 0.162
C 0.749 -0.660 -0.470
C -0.141 2.367 -0.345
N -1.298 -1.056 1.183
F 1.667 0.079 -1.022
H 1.258 -2.632 -0.346
H -0.995 -3.109 0.961
H 0.402 2.922 0.448
H -1.038 2.896 -0.810
H 0.702 2.084 -1.256
```

For the relative energy (zero: lowest compared OMol25 entry of this formula, charge and spin), the calculation gives 282.2 kJ/mol. The highest occupied orbital energy is -15.286 eV. The calculated total energy is -385.78381 hartree. The strongest force on any atom is 0.10381 Eh/bohr. As for the gap between HOMO and LUMO: 9.7 eV. Its total charge is +1.

- Which formula does entry 3 have?
  C17H14N2O5RuS2

- Among the records above, which one has the highest calculated total energy?
  C6H5FN

- strongest force on any atom of number 2 (C18H53O9V)?
  0.06682 Eh/bohr